12
Properties=species:S:1:pos:R:3:lowdin_charge:R:1 method="wB97M-V/def2-TZVPD" total_charge=+2
Sn 5.147 -1.044 3.965 1.534
N 0.871 -0.158 0.572 0.072
C -0.309 -0.741 0.826 -0.113
C -1.478 -0.585 0.074 -0.008
C -1.475 0.337 -0.955 -0.013
C -0.256 0.974 -1.307 0.009
C 0.870 0.650 -0.550 -0.079
H -0.221 -1.438 1.647 0.111
H -2.367 -1.133 0.348 0.125
H -2.375 0.578 -1.502 0.125
H -0.233 1.526 -2.236 0.124
H 1.825 1.033 -0.881 0.111

---

12
Properties=species:S:1:pos:R:3:lowdin_spin:R:1 method="wB97M-V/def2-TZVPD" total_charge=+3 spin_multiplicity=2
Sn -2.453 3.366 -0.564 0.001
N -0.850 0.857 -0.501 0.002
C -0.883 0.369 0.808 0.281
C 0.094 -0.547 1.329 0.203
C 1.008 -1.039 0.433 -0.012
C 1.028 -0.648 -0.892 0.212
C 0.116 0.299 -1.345 0.286
H -1.636 0.677 1.519 0.010
H 0.001 -0.960 2.322 0.006
H 1.596 -1.880 0.770 -0.003
H 1.778 -1.124 -1.507 0.005
H 0.200 0.629 -2.370 0.009

---

13
Properties=species:S:1:pos:R:3:lowdin_charge:R:1 method="wB97M-V/def2-TZVPD" total_charge=0 smiles="CC(=C=O)C(=O)C#[PH2]"
C 0.583 -1.456 -1.462 -0.041
C 0.104 -0.208 -0.902 -0.148
C 0.143 1.054 -1.072 -0.249
O 0.083 2.238 -0.975 0.052
C -0.963 -0.423 0.578 -0.466
O -1.774 -1.273 0.439 0.113
C -0.019 0.167 1.328 -0.256
P 0.027 1.814 1.697 0.860
H 1.626 -1.528 -1.512 0.073
H 0.178 -1.568 -2.474 0.106
H 0.171 -2.312 -1.074 0.060
H 0.945 1.753 2.876 -0.056
H -1.107 1.740 2.554 -0.049

---

15
Properties=species:S:1:pos:R:3:lowdin_charge:R:1 method="wB97M-V/def2-TZVPD" total_charge=-2 smiles="Cc1cocc1P(=O)([O-])[O-]"
C 0.867 -0.948 1.437 -0.113
C 0.812 0.060 0.386 -0.285
C 1.755 0.874 -0.073 -0.154
O 1.282 1.800 -0.997 -0.101
C -0.058 1.377 -1.247 -0.144
C -0.429 0.399 -0.477 -0.158
P -2.058 -0.614 -0.537 0.020
O -2.282 -0.887 0.919 -0.469
O -2.935 0.458 -1.110 -0.476
O -1.784 -1.879 -1.403 -0.520
H 1.073 -0.545 2.482 0.062
H -0.184 -1.471 1.381 0.082
H 1.806 -1.699 1.179 0.102
H 2.698 1.219 0.091 0.067
H -0.565 1.857 -2.031 0.087

---

11
Properties=species:S:1:pos:R:3:lowdin_charge:R:1 method="wB97M-V/def2-TZVPD" total_charge=0 smiles="C1=CC12CC2"
C 1.709 0.641 -0.617 0.138
C 1.410 -0.583 -0.200 -0.068
C 0.167 0.114 0.034 -0.403
C -0.859 0.081 1.050 -0.093
C -1.186 0.047 -0.435 -0.144
H 2.379 1.392 -1.002 0.061
H 1.651 -1.561 -0.036 0.065
H -1.349 0.881 1.632 0.103
H -0.786 -1.045 1.409 0.149
H -1.621 -0.874 -0.874 0.107
H -1.515 0.906 -0.960 0.087

---

11
Properties=species:S:1:pos:R:3:lowdin_charge:R:1 method="wB97M-V/def2-TZVPD" total_charge=0 smiles="C#CCC=C"
C -2.753 -0.400 -0.129 0.080
C -1.648 0.038 -0.061 -0.177
C -0.310 0.544 0.220 -0.226
C 0.886 -0.471 0.236 -0.184
C 2.077 -0.194 -0.286 -0.024
H -3.784 -0.712 -0.474 0.059
H -0.088 1.442 -0.461 0.129
H -0.243 1.166 1.145 0.122
H 0.805 -1.363 0.856 0.091
H 3.071 -0.742 -0.148 0.086
H 1.986 0.693 -0.899 0.043

---

11
Properties=species:S:1:pos:R:3:lowdin_charge:R:1 method="wB97M-V/def2-TZVPD" total_charge=0 smiles="C#CCC=C"
C 2.414 -0.607 -0.082 0.122
C 1.543 0.202 0.106 -0.120
C 0.300 1.009 0.169 -0.210
C -0.959 0.306 -0.300 -0.185
C -1.122 -0.930 0.061 -0.004
H 3.107 -1.289 -0.368 -0.003
H 0.019 1.333 1.133 0.096
H 0.331 1.895 -0.465 0.109
H -1.733 0.789 -0.844 0.089
H -0.249 -1.309 0.563 0.051
H -1.924 -1.605 -0.155 0.056

---

11
Properties=species:S:1:pos:R:3:lowdin_charge:R:1 method="wB97M-V/def2-TZVPD" total_charge=0 smiles="C1=CCC=C1"
C -1.140 0.528 -0.119 -0.176
C -0.078 1.212 -0.140 -0.120
C 1.035 0.135 -0.069 -0.240
C 0.306 -1.106 -0.106 -0.172
C -1.024 -0.952 -0.018 -0.046
H -2.161 0.960 -0.139 0.113
H -0.025 2.180 0.322 0.099
H 2.225 0.288 -0.618 0.191
H 1.616 0.198 0.930 0.133
H 1.137 -1.883 -0.194 0.126
H -1.891 -1.561 0.151 0.093

---

Sequential E_tot output: -461.7314; -461.1864; -685.1613; -835.8456; -193.9213; -193.9975; -194.0020; -194.0000 Eh